[1]
Formula: C33H48FNO17S
Source: OMol25
Level of theory: the ωB97M-V functional and the def2-TZVPD basis

Geometry as ORCA input:
```
! RIJCOSX wB97M-V def2-TZVPD def2/J DEFGRID3
* xyz 0 1
C -3.772 0.011 -1.219
C 1.374 3.465 -1.685
H 2.047 -0.736 -0.872
H 7.532 -1.679 3.955
H 0.309 0.893 -2.198
O -8.097 3.740 -2.673
C 12.317 -3.415 1.153
H 1.634 0.366 0.430
H 12.635 -4.430 1.385
C -4.789 -2.150 -4.197
O 10.892 -3.312 1.186
H 8.418 0.190 4.792
H 1.834 3.191 -2.633
H -0.732 4.002 -4.466
H -12.798 -2.419 2.520
C -2.386 2.670 -4.166
O -10.999 -0.788 1.472
N -3.652 1.404 -0.887
C 6.030 0.119 1.754
H -8.498 -1.259 0.669
S -4.475 0.919 -3.666
O -8.754 2.002 -1.395
O 5.422 -0.671 1.080
F -2.881 -3.178 -5.120
H -1.572 2.972 -0.387
H 12.590 -0.105 8.730
C -4.079 -3.400 -4.608
O 8.955 -3.899 0.440
H 7.116 -4.415 -0.229
H -12.201 3.147 -2.099
C 8.148 -4.674 -0.450
H -4.179 -3.726 -2.054
C 0.171 4.379 -1.931
C 10.062 0.410 6.820
H -6.576 2.326 -2.813
C 1.185 1.083 -1.574
H -6.105 4.027 -2.963
C -1.789 2.898 -1.440
C -1.333 3.476 -3.742
H 5.347 2.979 0.462
H -3.149 -0.590 0.706
H 2.122 4.025 -1.118
C -4.334 -1.741 -2.812
C -8.999 2.963 -2.079
H -3.407 -3.048 0.175
O -12.131 -2.514 0.553
C 11.556 -0.288 8.451
C 8.665 1.187 5.140
O 9.191 -0.286 7.273
C -2.850 2.105 -1.852
C -9.035 -1.165 -0.273
O 9.958 1.201 5.755
H 8.302 -5.738 -0.279
H 5.611 1.480 -0.447
O 6.045 1.442 1.585
O -10.208 -1.989 -0.272
H -13.936 -3.034 1.303
H 12.701 -3.117 0.179
H 12.690 -2.735 1.914
C -13.171 -2.290 1.506
C -3.483 -0.947 -0.257
H -2.607 2.570 -5.216
C -4.061 -2.678 -1.820
H -5.857 -2.320 -4.240
C -1.021 3.577 -2.386
H -0.040 4.989 -1.059
H -8.404 -1.526 -1.081
H 5.894 -1.965 3.340
H 11.422 -1.343 8.221
H 8.371 -4.425 -1.486
C -11.098 -1.675 0.664
H -11.263 1.639 -2.150
H -13.592 -1.293 1.389
H 2.089 1.090 -2.178
C 6.879 -1.573 3.093
O 6.804 -0.174 2.798
C -3.626 -2.289 -0.557
O 11.303 0.516 7.298
O -4.479 -4.494 -4.476
H 4.203 1.634 0.639
O 1.013 2.334 -0.921
H 8.716 1.858 4.288
C 10.267 -4.091 0.304
C 1.304 -0.020 -0.527
H -4.594 1.790 -0.968
H 10.902 0.000 9.272
H -6.521 3.375 -1.367
C -6.748 3.329 -2.433
H 0.455 5.059 -2.734
H 7.304 -2.119 2.253
C -3.132 1.991 -3.216
C -11.279 2.665 -1.786
H -4.536 -1.369 -4.907
H 7.906 1.542 5.835
C 5.249 1.898 0.491
O -10.214 3.422 -2.368
H -9.290 -0.125 -0.459
H -11.211 2.677 -0.700
H 0.388 -0.590 -0.410
C -4.182 -0.387 -2.497
O 10.794 -4.837 -0.479
*
```

The LUMO energy is 0.46 eV. Its orbital gap is 9.0 eV. The SMILES is CCOCCc1ccc2c(c1)Nc1cccc(CC(=O)F)c1S2.COC(=O)OC.COC(=O)OC.COC(=O)OC.COC(=O)OC.COC(=O)OC. As for the total energy: -84850.375 eV.

---

[2]
Formula: C33H48GeN7O2SeTi
Source: OMol25
Level of theory: the ωB97M-V functional and the def2-TZVPD basis

Geometry as ORCA input:
```
! RIJCOSX wB97M-V def2-TZVPD def2/J DEFGRID3
* xyz 3 1
H -0.569 -1.627 -3.326
C 3.369 -2.185 -4.961
C -6.003 0.553 -1.991
H 0.302 2.338 -4.164
H -0.119 5.357 -4.420
H -2.916 -3.267 -0.862
H -0.038 -4.498 -2.431
C 0.276 4.498 -3.873
H 4.675 1.019 -1.573
H 1.808 0.464 -6.509
H 1.434 1.657 4.670
C -4.679 1.144 -0.075
C -0.768 -3.120 -1.031
H -1.872 -4.381 -4.068
C -2.064 -2.602 0.962
N 1.174 2.764 0.138
N -0.737 0.705 1.476
C -5.900 1.143 -0.756
C -3.697 -0.073 -1.964
N 0.546 1.823 -0.577
H 4.720 -0.594 3.050
N -0.113 2.310 -1.576
H 3.779 0.808 4.895
H 5.588 -0.283 -3.303
H 4.118 -2.498 -5.689
H 2.009 5.599 -3.120
H -1.310 -2.920 3.692
Ti 0.396 -0.321 -0.003
H 1.177 -0.156 -3.521
H -2.707 -3.160 -3.118
Ge 3.480 -0.263 -4.747
N 1.708 0.056 1.718
C 1.185 0.776 2.740
H -6.748 1.615 -0.280
C 2.951 -0.425 1.864
C 0.007 -2.558 -3.329
H -1.113 3.139 -4.856
H -3.027 -2.538 1.456
N -2.032 0.970 1.150
H 0.072 -2.915 -4.356
H 2.233 3.839 -3.181
O -1.259 -0.178 -0.647
C -4.896 -0.061 -2.611
C 3.724 -0.179 2.985
H 3.945 1.105 0.049
C -0.681 -3.611 -2.455
H -2.831 -0.533 -2.423
C -0.043 3.239 -4.675
H 2.907 1.803 -6.103
C 3.196 0.595 4.009
H 5.951 0.078 -4.981
C 0.399 -2.825 -0.309
H -0.021 -1.727 3.590
H -2.511 -4.809 -2.492
H 1.364 -3.058 -0.745
H -3.769 1.674 1.515
C 1.898 1.073 3.886
H 2.086 1.326 -3.189
C -1.998 -3.013 -0.348
C 2.163 0.243 -3.292
H 1.026 -2.359 -2.992
C -0.210 1.148 2.551
C -0.983 -2.018 3.170
H 2.392 -2.481 -5.340
Se 2.656 -0.414 -1.518
C -2.295 0.458 -0.033
H -0.776 1.741 3.262
C 0.331 -2.467 1.058
C 5.250 0.284 -4.172
H -1.519 4.286 -2.653
H 3.573 -2.713 -4.027
C -0.894 -2.314 1.707
H 5.297 1.353 -3.965
C 3.748 1.116 -1.017
H -1.730 -1.250 3.379
H 3.227 2.026 -1.293
C -2.025 -4.012 -3.056
C -3.554 0.523 -0.681
H 1.233 4.870 -0.214
H 2.266 4.790 -4.658
H 0.455 3.281 -5.644
C 2.840 0.729 -6.279
H 3.455 0.487 -7.145
C 1.777 4.697 -3.690
C 0.901 3.883 -0.492
O -4.656 1.730 1.119
H -6.958 0.563 -2.500
H -5.003 -0.513 -3.587
H 1.241 -2.460 1.644
H -0.396 5.530 -2.086
N 0.097 3.610 -1.533
H 3.342 -1.042 1.064
C -0.467 4.541 -2.534
*
```

The relative energy (zero: lowest compared OMol25 entry of this formula, charge and spin) is 0.000 eV. The LUMO energy is -10.58 eV. Its orbital gap is 5.3 eV. As for the total energy: -194480.241 eV.

---

[3]
Formula: C33H49N7O7
Source: OMol25
Level of theory: the ωB97M-V functional and the def2-TZVPD basis

Geometry as ORCA input:
```
! RIJCOSX wB97M-V def2-TZVPD def2/J DEFGRID3
* xyz 0 1
H -2.806 3.853 -0.490
H -3.671 -0.812 -0.226
H 3.401 -1.474 -0.953
C -4.384 1.498 0.498
H -2.230 3.698 -2.933
C -2.843 2.010 0.867
H -1.807 0.389 -5.442
O 4.287 -1.923 4.276
H -0.507 8.304 -7.541
H -3.063 -4.991 0.038
C -4.549 -0.060 -0.051
H -2.023 0.061 -3.697
H -0.925 3.822 -4.713
N 5.902 -1.567 1.532
C 4.131 -1.015 5.082
N -6.996 2.191 0.443
C 2.333 -5.568 2.135
H 6.652 -0.453 4.246
C 2.000 -0.485 1.930
H 1.620 -6.943 4.196
H -0.542 4.207 -8.339
H -0.127 2.276 -5.101
H -5.307 -4.169 2.755
C 4.357 -5.058 3.393
H -6.695 -4.786 1.811
H 3.317 -7.310 4.599
C -1.085 2.802 -5.074
N -0.489 6.248 -7.970
N 3.071 -5.715 3.291
C -7.203 0.813 -0.088
H -3.114 -3.938 1.475
C 0.355 -0.406 2.207
H -2.105 7.502 -7.592
H -3.403 0.622 -4.670
H 0.385 7.144 -9.629
C -5.848 -4.093 1.808
H 2.524 -5.864 5.290
H -6.495 -1.471 -0.776
O -3.319 2.101 -2.311
C -1.059 7.394 -7.291
O -2.615 0.445 3.002
H 5.360 0.534 7.565
C 0.356 2.286 1.082
H -0.265 -1.291 2.673
C 4.875 0.778 6.615
H 4.716 1.187 -0.016
C -2.177 3.202 0.275
H -3.585 -5.658 1.606
C -2.024 1.070 1.980
H -6.227 -3.075 1.680
H 2.541 3.119 0.335
H -1.018 7.224 -6.211
C 2.791 0.785 1.225
H 7.203 0.075 5.864
C 2.600 -6.507 4.408
N -1.991 2.078 -4.207
C -3.602 -4.773 0.964
H -4.743 -4.637 -1.355
H 6.238 -0.747 2.108
C -5.586 2.564 0.751
C 4.857 -1.004 0.788
C 1.973 2.186 0.817
H 5.006 -5.418 2.588
H 5.283 1.713 6.223
C -2.321 0.705 -4.530
H 4.861 -2.792 -0.764
C -0.603 3.580 0.694
H 1.477 6.864 -8.241
H 3.800 0.896 6.781
H -8.341 0.543 -0.340
H 0.983 5.502 -9.278
H 2.538 -1.495 2.271
N 5.143 -0.284 5.667
H 6.729 -1.626 5.581
H -5.356 3.654 1.171
N -4.979 -4.416 0.695
H 4.216 -3.979 3.275
H 4.821 -5.265 4.361
H 3.127 -0.704 5.413
H 5.003 1.061 1.870
H 1.373 -6.109 2.165
C -5.488 -4.374 -0.586
O -0.193 4.856 0.662
C -1.053 5.006 -7.776
C 4.419 0.577 0.949
C -0.384 0.988 1.760
C 0.658 6.446 -8.832
H 3.474 -2.796 0.514
C 6.517 -0.584 5.324
C 4.084 -2.087 -0.226
O 2.670 -4.916 1.156
O -2.020 4.768 -7.063
O -6.639 -4.082 -0.884
C -2.548 2.654 -3.085
H -1.513 2.840 -6.079
C -6.156 -0.402 -0.368
*
```

The LUMO energy is -1.36 eV. Its orbital gap is 7.0 eV. The SMILES is [H]/N=C(/C)Cc1ccc2c(c1)C(=O)C=C(c1cccnc1)C2=O.CN(C)C=O.CN(C)C=O.CN(C)C=O.CN(C)C=O.CN(C)C=O. As for the total energy: -59758.264 eV.

---

Which of these has the lowest orbital gap?
C33H48GeN7O2SeTi

---

What is the LUMO in the third record?
-1.36 eV